The following is a DFT calculation (wB97M-V/def2-TZVPD) of a 2-piece molecular cluster, C50H55F3N3O2 overall.

```
! RIJCOSX wB97M-V def2-TZVPD def2/J DEFGRID3
* xyz 1 1
F 4.8594 -0.4793 0.9515
F 4.1058 1.4654 0.2594
F 4.3861 1.0945 2.4115
O -0.3126 10.0113 -1.6791
O 2.2648 5.3180 6.9482
N -3.2806 -2.4638 2.1982
N -3.7050 -1.2826 1.6998
N -1.9349 -2.4505 2.0075
C 2.2623 5.5689 5.6124
C 0.2320 0.5281 1.5532
C -1.5006 -1.2270 1.5049
C 1.0633 6.8833 0.6858
C 1.9347 6.9530 3.6523
C -0.7419 -3.7410 3.7262
C 0.4844 -5.7315 3.0780
C 0.1496 9.6452 -3.0354
C 2.0409 6.8442 5.0291
C -2.2802 -5.6634 -0.3989
C 2.2872 -1.3366 1.2800
C 3.9713 0.5141 1.2379
C -7.1609 -0.2036 2.5814
C 0.2739 7.9268 1.2749
C 0.9686 -1.7658 1.2974
C -0.8640 -4.5867 1.4195
C -5.7856 -1.2800 0.3871
C 1.9425 5.7994 2.8045
C -1.3815 -4.4833 -0.0199
C 1.5998 5.7965 1.4287
C -5.8050 -0.4993 2.7077
C -4.5441 1.2084 4.0435
C -5.6146 -3.2815 -1.1681
C -0.1743 8.9977 0.5405
C -5.0576 -0.2259 4.0096
C -5.0638 -1.8986 -0.8121
C -1.1640 -2.7337 4.7975
C -0.1075 -1.6503 4.9969
C 0.8339 8.2721 -2.9459
C 1.8982 6.3709 7.8629
C 1.2863 6.9215 -0.7239
C -5.8763 -0.5503 5.2627
C -0.2383 -4.3081 -1.0201
C 0.0742 9.0100 -0.8413
C 2.5074 4.4529 4.7684
C -5.0682 -0.9534 -2.0104
C -7.1478 -0.9931 0.3004
C 1.5444 0.9645 1.4733
C 0.7832 7.9600 -1.4787
C 0.1142 -4.7957 4.0441
C -2.6390 -0.4510 1.2937
C -5.1195 -1.0078 1.5925
C -2.8602 0.8420 0.8626
C -0.0369 -5.6508 1.7873
C -1.4991 -3.3873 6.1435
C -1.1622 -3.6090 2.3908
C 2.3648 4.5730 3.4101
C -7.8328 -0.4455 1.3829
C -0.1149 -0.8453 1.4321
C 2.5589 0.0267 1.3345
H 0.8407 10.4296 -3.3678
H 0.3491 -3.4125 -0.7874
H 1.8644 4.9002 0.8701
H -7.6955 0.2182 3.4348
H -6.2824 -1.5666 5.2147
H -3.8849 1.1956 0.8121
H -6.6617 -3.2281 -1.4923
H -2.0818 -2.2661 4.4140
H 1.8640 8.3108 -3.3218
H -1.7250 -6.6094 -0.3955
H 0.8289 -2.0901 5.3646
H 1.8637 6.1280 -1.2007
H -4.6161 0.0052 -1.7301
H 0.0090 7.8605 2.3294
H -5.2332 -0.4850 6.1476
H -8.8967 -0.2083 1.2950
H -4.4863 -1.3781 -2.8357
H 1.9436 5.8955 8.8443
H -4.1958 -0.9074 3.9973
H 2.5444 3.7082 2.7715
H 1.7714 2.0270 1.5163
H 0.2832 7.5254 -3.5358
H 0.1081 -1.1242 4.0602
H 0.4350 -5.1749 -1.0081
H 0.8795 6.7338 7.6613
H 1.9452 7.7307 5.6649
H -5.3858 1.9139 4.0310
H -3.9548 1.3831 4.9502
H 0.7656 -2.8311 1.2075
H -2.6949 -5.5134 -1.4030
H -0.6364 -4.1921 -2.0344
H -5.0265 -3.7273 -1.9791
H -6.7060 0.1543 5.3959
H 0.2152 -6.4100 1.0404
H -2.2089 -4.2118 6.0212
H -0.4553 -0.9143 5.7305
H -1.9540 -2.6432 6.8076
H -2.0228 1.4044 0.4753
H -0.7213 9.8285 0.9743
H -3.1178 -5.7509 0.3026
H 2.7763 3.5079 5.2375
H 1.1798 -6.5351 3.3365
H 3.0975 -2.0569 1.2108
H -7.6736 -1.2064 -0.6340
H -0.5957 -3.7680 6.6346
H -0.7288 9.6331 -3.6914
H -0.5660 1.2440 1.7251
H 0.4944 -4.8775 5.0658
H -1.9985 -3.5773 -0.0507
H -5.5568 -3.9521 -0.3021
H 2.6177 7.1998 7.8076
H -3.9128 1.4144 3.1715
H -6.0888 -0.7656 -2.3665
H -4.0229 -2.0320 -0.4973
H 1.8222 7.9422 3.2121
*
```

## Properties
Max |F| (eV Å⁻¹): 2.94
Gap between HOMO and LUMO (eV): 2.91
E_LUMO (eV): -5.002